(1)
The molecule C7H8N2O4S in a non-equilibrium geometry. Source: the OMol25 dataset; level of theory: ωB97M-V/def2-TZVPD.

For the LUMO energy, the calculation gives 0.0213 hartree. For the maximum force, the calculation gives 6.0 eV Å⁻¹. The orbital gap is 8.46 eV. Its SMILES is N[C@]12O[C@@]1(O)/C(=C\O)N1C(=O)C[C@@H]1S2. Its HOMO energy is -7.882 eV. As for the energy: -29390.9161 eV.

ORCA input file:
```
! RIJCOSX wB97M-V def2-TZVPD def2/J DEFGRID3
* xyz 0 1
N 3.29816 0.00237 -0.52242
C 2.05028 0.30451 -0.11756
O 1.56881 -0.21794 1.11508
C 0.92574 -0.85207 0.00238
O 1.37068 -2.11970 -0.21393
C -0.57863 -0.75052 0.02652
C -1.55706 -1.70022 -0.04632
O -1.17991 -3.03781 -0.24719
N -1.04079 0.53313 0.19739
C -2.17492 1.32261 -0.13831
O -3.28472 1.01629 -0.49629
C -1.43897 2.68254 0.24114
C -0.25360 1.73716 0.59512
S 1.31907 1.94716 -0.35492
H 3.35932 -1.02775 -0.45444
H 3.54355 0.31896 -1.49479
H 1.85928 -2.43247 0.54492
H -2.64759 -1.44167 0.13956
H -1.90239 -3.61577 0.07661
H -1.22690 3.37075 -0.56390
H -2.07522 3.33275 0.88691
H 0.04851 1.64980 1.62676
*
```

***

(2)
The molecule C7H8N2OS in a non-equilibrium geometry. Source: the OMol25 dataset; level of theory: ωB97M-V/def2-TZVPD.

For the LUMO energy (spin up / spin down), the calculation gives 0.0001 / 0.0001 hartree. For the maximum force, the calculation gives 2.2 eV Å⁻¹. The orbital gap (spin up / spin down) is 8.32 / 8.32 eV. Its HOMO energy (spin up / spin down) is -8.313 / -8.312 eV. As for the energy: -23246.0822 eV.

ORCA input file:
```
! RIJCOSX wB97M-V def2-TZVPD def2/J DEFGRID3
* xyz 0 1
C 2.09282 -0.57798 -0.46305
C -1.22134 1.96173 -0.10977
C 0.87627 -0.65227 0.32395
C -2.32948 1.28315 0.01794
C 0.16662 -1.75236 0.40382
C 2.83985 0.50823 -0.62185
C 0.34640 0.56172 1.08049
N -0.60998 -2.67389 0.32746
N -3.47623 -0.81539 -1.10687
O 0.05472 1.68835 0.27367
S -3.39172 0.07365 0.16143
H 2.37111 -1.49877 -0.95837
H -1.22861 2.96236 -0.53835
H 3.72587 0.48421 -1.23201
H 2.59649 1.44898 -0.16155
H -0.54629 0.27864 1.65325
H 1.12486 0.90348 1.77404
H -0.65726 -3.45296 0.96671
H -2.73412 -0.73089 -1.79095
*
```

***

(3)
The ion C7H8N3O2 with charge -1 in a non-equilibrium geometry. Source: the OMol25 dataset; level of theory: ωB97M-V/def2-TZVPD.

For the LUMO energy (spin up / spin down), the calculation gives 0.1303 / 0.0841 hartree. For the maximum force, the calculation gives 2.9 eV Å⁻¹. The orbital gap (spin up / spin down) is 5.43 / 7.34 eV. Its HOMO energy (spin up / spin down) is -1.882 / -5.053 eV. As for the energy: -15951.4320 eV.

ORCA input file:
```
! RIJCOSX wB97M-V def2-TZVPD def2/J DEFGRID3
* xyz -1 3
C -1.06955 -2.15190 -0.57658
C 1.76590 0.02131 0.79093
C 3.06733 0.04117 0.03341
C -0.48556 -1.01592 -1.04481
C -0.63249 0.58224 0.79975
C -1.43690 -0.32848 1.72103
C -0.31338 1.31183 -1.46911
N -1.56018 -3.15794 -0.24583
N 0.76560 0.54003 1.20528
N -0.80932 0.26595 -0.59272
O 2.97980 1.08736 -0.63450
O 3.91548 -0.82003 0.15913
H 0.26663 -1.10889 -1.81638
H -0.95306 1.62337 0.95025
H -2.47947 -0.31530 1.41218
H -1.35602 0.01886 2.74836
H -1.06933 -1.34790 1.65836
H -0.59940 1.07520 -2.49368
H -0.77261 2.26256 -1.18739
H 0.77655 1.41648 -1.41766
*
```